Computed, not measured: an isolated molecule of C3H7N2O3P in a non-equilibrium geometry, with the ωB97M-V functional and the def2-TZVPD basis.

## Properties
SMILES	[H]/N=C1/NCOP(OC)O1
HOMO	-9.12	eV
energy relative to the best compared isomer or geometry (same formula, charge and spin)	0.0	kcal per mole
orbital gap	9.913	eV

```
! RIJCOSX wB97M-V def2-TZVPD def2/J DEFGRID3
* xyz 0 1
H 1.68 1.59 -1.75
N 1.95 0.63 -1.55
C 1.44 0.16 -0.48
N 1.51 -1.17 -0.27
C 0.77 -1.85 0.81
O -0.58 -1.31 1.11
P -0.56 0.27 1.59
O -1.88 0.67 0.75
C -2.15 1.54 -0.28
O 0.67 0.81 0.46
H 1.85 -1.83 -1.05
H 0.62 -2.92 0.53
H 1.35 -1.92 1.72
H -2.52 0.98 -1.08
H -1.24 2.04 -0.57
H -2.91 2.33 0.07
*
```